[1]
Here is a cluster of 3 separate species, C3H14NO3 in total at a distorted geometry from OMol25. Energies are from the ωB97M-V functional and the def2-TZVPD basis.

Positions of all 21 atoms, in Å:
C1 -0.979 1.489 -0.623
C2 -1.201 0.091 -1.253
C3 -0.060 -0.277 -2.164
O1 -1.349 -0.957 -0.229
N1 -0.861 1.401 0.874
H1 0.006 1.909 -0.893
H2 -1.754 2.191 -0.942
H3 -2.166 0.032 -1.749
H4 0.456 0.622 -2.476
H5 -0.362 -0.783 -3.098
H6 0.729 -0.857 -1.670
H7 -1.867 -1.667 -0.618
H8 -1.678 1.064 1.401
H9 -0.607 2.324 1.221
H10 -0.187 0.667 1.143
H11 1.293 -0.970 2.001
H12 0.421 -1.593 0.832
O2 0.442 -0.894 1.497
H13 3.094 -2.015 2.570
H14 3.690 -0.586 2.088
O3 2.941 -1.190 2.088

Properties
HOMO	-14.5289	eV
electronic energy	-10964.3219	eV
energy above the lowest of the compared OMol25 structures with the same formula, charge and spin	66.1	kJ/mol
orbital gap	11.5	eV
total charge	+1
maximum force	1.69	eV Å⁻¹

[2]
Here is an isolated molecule of C5H8N2 at a distorted geometry from OMol25. Energies are from the ωB97M-V functional and the def2-TZVPD basis.

Positions of all 15 atoms, in Å:
C1 -1.944 -0.961 0.588
C2 -0.939 -0.409 -0.397
C3 -0.402 0.946 -0.433
N1 0.509 0.042 0.137
C4 1.863 0.574 0.468
C5 2.432 -0.189 -0.628
N2 2.756 -0.835 -1.534
H1 -1.939 -0.400 1.523
H2 -1.687 -2.004 0.794
H3 -2.974 -0.980 0.193
H4 -1.051 -0.895 -1.389
H5 -0.127 1.371 -1.402
H6 -0.755 1.628 0.325
H7 1.932 1.675 0.286
H8 2.327 0.438 1.469

Properties
HOMO	-8.2046	eV
electronic energy	-8290.6196	eV
energy above the lowest of the compared OMol25 structures with the same formula, charge and spin	422.3	kJ/mol
orbital gap	9.0	eV
maximum force	2.63	eV Å⁻¹
SMILES	C[C@H]1CN1CC#N

[3]
Here is a cluster of 2 separate species, C3H2NO3 in total at a distorted geometry from OMol25. Energies are from the ωB97M-V functional and the def2-TZVPD basis.

Positions of all 9 atoms, in Å:
C1 0.809 -0.450 1.202
C2 -2.047 0.622 0.315
C3 1.257 -0.235 -1.105
N1 1.093 -0.734 0.013
O1 0.716 -0.397 2.328
O2 -2.868 1.152 -0.247
O3 -1.162 0.117 0.867
H1 0.970 0.750 -1.331
H2 1.231 -0.824 -2.042

Properties
HOMO	-17.4636	eV
electronic energy	-10766.5100	eV
energy above the lowest of the compared OMol25 structures with the same formula, charge and spin	37.2	kJ/mol
orbital gap	10.2	eV
total charge	+1
maximum force	3.65	eV Å⁻¹

[4]
Here is a structure of composition C10H31B2NO7V at a distorted geometry from OMol25. Energies are from the ωB97M-V functional and the def2-TZVPD basis.

Positions of all 52 atoms, in Å:
O1 0.240 1.220 -2.239
V1 1.735 0.999 -2.621
C1 2.420 -1.570 -2.394
O2 1.974 -0.809 -1.467
O3 2.535 -0.995 -3.542
O4 2.661 -2.793 -2.190
B1 1.259 1.965 -4.718
H1 1.602 2.616 -5.612
H2 1.872 1.026 -4.670
H3 1.365 2.550 -3.758
H4 0.168 1.627 -4.894
B2 2.608 2.479 -1.123
H5 3.283 2.966 -0.323
H6 3.026 2.504 -2.174
H7 2.399 1.419 -0.809
H8 1.601 3.046 -1.092
C2 3.586 -2.445 4.221
O5 2.685 -2.088 3.217
C3 1.372 -2.534 3.415
C4 0.263 -1.624 2.912
N1 0.373 -1.561 1.457
C5 -0.727 -0.817 0.795
C6 -2.117 -1.457 0.969
O6 -2.025 -2.810 0.604
C7 -1.994 -3.093 -0.756
H9 3.490 -1.767 5.088
H10 4.664 -2.442 4.068
H11 3.267 -3.422 4.612
H12 1.072 -2.761 4.451
H13 1.292 -3.500 2.903
H14 0.330 -0.597 3.286
H15 -0.694 -2.045 3.262
H16 0.090 -2.498 1.168
H17 -0.437 -0.889 -0.258
H18 -0.737 0.262 0.960
H19 -2.894 -0.849 0.492
H20 -2.409 -1.364 2.022
H21 -2.919 -3.531 -1.158
H22 -1.176 -3.719 -1.120
H23 -1.880 -2.223 -1.418
C8 -3.430 1.649 -0.762
C9 -2.739 2.508 0.303
C10 -1.807 3.509 -0.370
O7 -3.750 3.264 0.984
H24 -3.952 2.262 -1.499
H25 -4.275 1.077 -0.361
H26 -2.715 0.963 -1.215
H27 -2.130 1.897 0.970
H28 -2.318 4.269 -0.962
H29 -1.077 3.002 -1.002
H30 -1.287 4.052 0.423
H31 -3.741 3.072 1.924

Properties
HOMO (alpha / beta)	-1.2746 / -1.3479	eV
electronic energy	-53732.5216	eV
multiplicity	2
energy above the lowest of the compared OMol25 structures with the same formula, charge and spin	0.0	kJ/mol
orbital gap (alpha / beta)	5.6 / 5.6	eV
total charge	-2
maximum force	3.35	eV Å⁻¹

[5]
Here is an isolated molecule of CH3N3O at a distorted geometry from OMol25. Energies are from the ωB97M-V functional and the def2-TZVPD basis.

Positions of all 8 atoms, in Å:
C1 0.522 -0.281 0.008
O1 1.537 0.312 0.676
N1 -1.141 0.265 -0.995
N2 0.124 0.263 -1.227
N3 -1.132 0.067 0.319
H1 1.454 1.263 0.501
H2 -1.907 -0.524 0.623
H3 0.543 -1.365 0.095

Properties
HOMO	-10.1206	eV
electronic energy	-7600.2630	eV
energy above the lowest of the compared OMol25 structures with the same formula, charge and spin	322.2	kJ/mol
orbital gap	10.7	eV
maximum force	1.83	eV Å⁻¹
SMILES	O[C@@H]1N=NN1

[6]
Here is a cluster of 2 separate species, C4H9BrNO in total at a distorted geometry from OMol25. Energies are from the ωB97M-V functional and the def2-TZVPD basis.

Positions of all 16 atoms, in Å:
C1 0.569 1.927 1.745
C2 0.812 1.443 0.555
C3 -1.697 -0.489 -0.607
C4 1.260 -0.544 -0.532
N1 -1.487 -1.791 -0.867
O1 0.372 0.146 0.298
Br1 -2.661 -0.067 0.929
H1 0.075 1.519 2.578
H2 1.071 2.818 2.061
H3 1.506 1.840 -0.145
H4 -1.765 -0.002 -1.489
H5 2.214 0.103 -0.642
H6 1.051 -0.749 -1.605
H7 1.611 -1.530 -0.263
H8 -1.264 -2.009 -1.861
H9 -1.667 -2.615 -0.156

Properties
HOMO	-13.1044	eV
electronic energy	-77863.8521	eV
energy above the lowest of the compared OMol25 structures with the same formula, charge and spin	247.9	kJ/mol
orbital gap	7.9	eV
total charge	+1
maximum force	6.15	eV Å⁻¹

[7]
Here is a cluster of 2 separate species, C2H8N3 in total at a distorted geometry from OMol25. Energies are from the ωB97M-V functional and the def2-TZVPD basis.

Positions of all 13 atoms, in Å:
C1 -0.400 -0.224 -0.955
C2 0.610 0.037 1.417
N1 1.016 -0.370 -1.038
N2 -1.115 0.612 -1.736
N3 0.543 0.472 -0.018
H1 -0.922 -1.663 -0.028
H2 1.036 0.938 1.966
H3 -0.453 -0.091 1.711
H4 1.240 -0.879 1.559
H5 1.425 -1.185 -0.584
H6 -2.010 0.757 -1.321
H7 -1.173 0.461 -2.689
H8 0.593 1.492 -0.340

Properties
HOMO (alpha / beta)	-11.7577 / -15.7769	eV
electronic energy	-6658.9481	eV
multiplicity	3
energy above the lowest of the compared OMol25 structures with the same formula, charge and spin	354.5	kJ/mol
orbital gap (alpha / beta)	8.7 / 8.3	eV
total charge	+1
maximum force	3.77	eV Å⁻¹

[8]
Here is a cluster of 2 separate species, ClH2O2PS in total at a distorted geometry from OMol25. Energies are from the ωB97M-V functional and the def2-TZVPD basis.

Positions of all 7 atoms, in Å:
O1 0.102 -0.218 0.649
O2 2.407 0.002 -0.119
P1 0.801 0.260 -0.584
S1 -2.559 -0.930 0.154
Cl1 -2.637 1.117 0.091
H1 -1.148 -0.614 0.519
H2 3.035 0.382 -0.710

Properties
HOMO	-8.4139	eV
electronic energy	-36773.6654	eV
energy above the lowest of the compared OMol25 structures with the same formula, charge and spin	275.9	kJ/mol
orbital gap	6.8	eV
maximum force	3.02	eV Å⁻¹
SMILES	O=PO.SCl